{
  "formula": "C26H76N10O16VZn",
  "method": "ωB97M-V with the def2-TZVPD basis set",
  "e_tot_ha": -5510.887997,
  "homo_ev": -11.53,
  "max_force_ev_per_a": 6.79,
  "charge": 1,
  "elements": ["Zn", "O", "V", "O", "O", "C", "C", "O", "H", "H", "H", "H", "C", "O", "N", "N", "H", "H", "H", "H", "C", "O", "N", "N", "H", "H", "H", "H", "C", "O", "N", "N", "H", "H", "H", "H", "C", "O", "N", "N", "H", "H", "H", "H", "C", "O", "N", "N", "H", "H", "H", "H", "C", "C", "O", "H", "H", "H", "H", "H", "H", "C", "C", "O", "H", "H", "H", "H", "H", "H", "C", "C", "C", "O", "H", "H", "H", "H", "H", "H", "H", "H", "C", "C", "C", "O", "H", "H", "H", "H", "H", "H", "H", "H", "C", "C", "C", "O", "H", "H", "H", "H", "H", "H", "H", "H", "C", "C", "C", "O", "H", "H", "H", "H", "H", "H", "H", "H", "C", "C", "C", "O", "H", "H", "H", "H", "H", "H", "H", "H"],
  "positions_angstrom": [[-1.023, 0.749, -4.462], [0.267, 0.875, -0.007], [-1.158, 0.329, -0.397], [-0.971, -1.092, -0.986], [-2.704, 1.806, 0.204], [-2.958, 2.631, -0.915], [-2.644, 2.125, -2.346], [-1.490, 1.366, -2.534], [-2.471, 3.602, -0.818], [-4.007, 2.927, -0.891], [-2.625, 2.998, -2.999], [-3.534, 1.572, -2.648], [-5.101, -1.422, 0.365], [-5.648, -2.488, 0.181], [-4.655, -0.679, -0.609], [-4.662, -0.859, 1.501], [-5.011, -0.925, -1.521], [-4.086, 0.132, -0.411], [-4.873, -1.428, 2.309], [-4.284, 0.076, 1.553], [1.815, -0.105, -3.171], [0.996, 0.548, -3.834], [2.233, -1.263, -3.458], [2.170, 0.228, -1.984], [2.536, -1.924, -2.758], [1.865, -1.665, -4.308], [2.840, -0.357, -1.505], [1.801, 1.138, -1.752], [3.626, -1.243, 1.219], [3.608, -1.368, -0.007], [2.573, -0.934, 1.953], [4.682, -1.495, 1.954], [2.776, -0.658, 2.903], [1.690, -0.663, 1.544], [4.619, -1.344, 2.950], [5.502, -1.868, 1.498], [-1.934, -2.307, -4.218], [-1.371, -1.227, -4.268], [-3.220, -2.547, -3.944], [-1.248, -3.394, -4.481], [-3.878, -1.801, -3.767], [-3.467, -3.516, -4.087], [-1.758, -4.265, -4.531], [-0.296, -3.264, -4.790], [-1.408, -1.040, 2.803], [-1.603, -0.655, 1.687], [-1.987, -2.062, 3.263], [-0.604, -0.487, 3.645], [-2.558, -2.579, 2.610], [-1.792, -2.397, 4.196], [-0.160, 0.374, 3.360], [-0.533, -0.850, 4.584], [-5.863, 4.178, 1.973], [-5.631, 2.663, 1.760], [-4.418, 2.331, 2.346], [-5.696, 4.421, 3.022], [-6.816, 4.602, 1.656], [-5.146, 4.729, 1.364], [-5.696, 2.319, 0.727], [-6.395, 2.106, 2.303], [-3.730, 2.503, 1.699], [-2.296, 5.271, 1.784], [-1.573, 4.218, 2.667], [-0.851, 3.355, 1.778], [-1.605, 6.021, 1.400], [-2.949, 5.884, 2.405], [-2.802, 4.803, 0.940], [-2.321, 3.564, 3.115], [-1.014, 4.727, 3.452], [-1.485, 2.770, 1.356], [7.563, -0.946, -0.959], [6.542, -0.525, -2.037], [6.095, -1.679, -2.937], [5.436, 0.121, -1.386], [7.676, -2.020, -0.817], [7.389, -0.522, 0.031], [8.571, -0.600, -1.187], [7.108, 0.256, -2.546], [6.854, -2.010, -3.647], [5.191, -1.405, -3.480], [5.741, -2.478, -2.286], [5.018, -0.452, -0.739], [2.855, 2.840, 2.183], [2.241, 2.326, 3.432], [1.788, 3.463, 4.319], [1.091, 1.586, 2.983], [3.919, 3.008, 2.347], [2.354, 3.722, 1.786], [2.783, 2.088, 1.397], [2.969, 1.678, 3.920], [1.227, 3.102, 5.181], [1.110, 4.157, 3.823], [2.700, 3.985, 4.605], [0.551, 2.187, 2.465], [2.513, 4.476, -1.134], [1.024, 4.208, -1.320], [0.290, 5.514, -1.536], [0.992, 3.289, -2.403], [2.928, 5.145, -1.888], [3.069, 3.564, -0.916], [2.506, 4.963, -0.159], [0.733, 3.736, -0.382], [0.410, 6.226, -0.719], [-0.774, 5.366, -1.721], [0.629, 6.051, -2.422], [0.138, 2.862, -2.504], [-2.468, -4.696, 1.294], [-3.219, -5.140, 0.091], [-2.488, -4.833, -1.194], [-3.298, -6.547, 0.193], [-3.043, -4.470, 2.192], [-1.934, -3.764, 1.107], [-1.672, -5.379, 1.593], [-4.240, -4.759, 0.066], [-1.413, -5.010, -1.195], [-2.858, -3.919, -1.658], [-2.902, -5.591, -1.860], [-3.760, -6.888, -0.577], [3.056, -5.353, 0.294], [2.219, -4.639, -0.822], [1.006, -4.039, -0.236], [2.999, -3.631, -1.390], [2.426, -6.161, 0.667], [3.391, -4.731, 1.124], [4.025, -5.683, -0.080], [1.953, -5.291, -1.654], [0.422, -3.512, -0.990], [1.265, -3.219, 0.433], [0.345, -4.703, 0.321], [3.364, -3.092, -0.684]],
  "forces_ev_per_a": [[1.74, -1.32, 3.72], [-0.24, -0.01, -0.11], [-0.69, 2.09, 1.87], [-0.04, -1.24, -0.87], [1.44, -1.76, -1.64], [0.27, 0.87, 0.09], [-1.60, 0.36, 0.25], [0.83, -0.74, -0.09], [0.66, 0.09, 0.28], [-0.44, -0.19, -0.37], [-0.04, 0.38, 0.05], [-0.21, -0.50, -0.25], [1.06, -0.34, 0.99], [-0.84, -0.80, 0.57], [0.47, 1.63, -4.20], [-0.88, -1.46, 2.46], [0.33, 0.47, 0.08], [-0.23, 0.18, -0.42], [0.18, 0.73, 0.31], [-0.13, -0.12, 0.35], [-1.67, 0.96, 1.84], [-2.18, 1.81, -2.64], [1.11, -5.56, -3.74], [0.17, 2.54, 1.47], [0.21, -0.10, 0.11], [0.31, -0.07, 0.13], [0.00, 0.73, 0.70], [0.59, 0.08, 1.00], [-1.00, -0.24, -0.65], [0.10, -0.19, -0.68], [-1.57, 0.67, 0.88], [2.38, -0.42, 0.90], [-0.73, 0.06, -0.18], [0.20, 0.28, -0.03], [0.59, -0.35, -0.31], [0.01, 0.22, 0.40], [-1.32, -1.03, -0.08], [0.76, 3.38, -0.40], [-0.19, 0.34, -0.07], [0.94, -1.32, -0.38], [0.07, -0.45, -0.01], [-0.92, 0.53, 0.39], [0.87, -0.13, -0.07], [-0.24, -0.52, 0.07], [1.25, 1.27, 0.51], [-0.56, 2.18, -5.33], [-3.35, -5.20, 1.51], [2.35, 2.03, 1.95], [0.00, -0.14, 0.49], [-0.35, -0.20, -0.44], [0.54, 0.21, 0.54], [0.19, 0.49, -0.26], [0.14, -0.13, -0.79], [-1.45, 0.97, 0.68], [0.85, -0.65, 0.48], [0.00, -0.06, -0.06], [-0.32, -0.48, 0.10], [0.31, 0.04, 0.15], [0.06, 0.25, -0.30], [-0.12, -0.04, 0.01], [0.39, -0.22, -0.29], [0.65, 0.32, 0.98], [-1.82, 0.05, -1.62], [1.69, 0.51, 0.85], [0.38, -0.29, -0.25], [-0.54, -0.30, -0.07], [-0.19, 0.08, 0.24], [-0.15, 0.37, 0.55], [0.60, -0.46, -0.30], [-0.48, -0.35, -0.40], [0.72, -0.55, 0.22], [0.48, 0.14, 1.34], [-0.57, 0.51, 0.43], [0.35, 0.50, -1.00], [-0.28, -0.22, -0.12], [-0.49, 0.21, -0.09], [0.05, 0.02, -0.28], [-0.74, 0.13, -0.60], [0.04, -0.11, 0.24], [0.16, 0.34, -0.28], [0.36, -0.40, -0.03], [-0.01, -0.51, -0.01], [1.26, 0.12, -1.00], [-1.58, 0.48, -0.85], [0.34, -0.20, 0.53], [0.38, -1.01, 1.04], [0.06, 0.50, -0.21], [0.09, 0.16, 0.22], [0.07, -0.17, 0.02], [-0.43, -0.36, 0.29], [0.32, -0.06, 0.23], [0.24, -0.07, -0.40], [-0.22, 0.32, 0.40], [-0.51, 0.60, -0.43], [-0.65, 0.41, 1.39], [1.57, 0.02, 0.03], [-0.55, 0.17, -0.65], [-0.36, -0.12, -0.46], [0.17, -0.35, -0.02], [0.11, -0.06, -0.71], [0.54, 0.63, 0.00], [-0.64, -0.22, -0.05], [-0.03, -0.30, 0.26], [-0.22, -0.12, 0.28], [0.37, -0.21, -0.17], [-0.38, -0.10, 0.26], [0.89, 1.30, 1.11], [0.04, -0.51, -0.05], [-1.05, -0.40, -1.09], [-0.06, -1.01, 0.49], [-0.50, -0.53, -0.09], [0.01, 0.20, -0.41], [-0.18, -0.38, -0.20], [0.07, 0.50, -0.02], [-0.10, 0.47, 0.24], [0.72, 0.52, 0.35], [0.14, -0.21, -0.49], [-0.13, -0.07, 0.02], [-0.34, -0.21, -1.04], [1.36, -0.58, 1.32], [-1.49, 1.17, 0.45], [0.52, 0.51, -1.33], [0.45, -0.24, 0.23], [-0.75, 0.58, 0.10], [-0.28, -0.59, -0.41], [0.18, -0.44, 0.21], [-0.20, -0.22, -0.24], [0.30, -0.07, 0.36], [0.13, -0.23, -0.13], [0.09, 0.48, 0.17]]
}

{
  "formula": "C18H25NO3",
  "method": "ωB97M-V with the def2-TZVPD basis set",
  "e_tot_ha": -981.410638,
  "e_above_lowest_kcal_mol": 20.3,
  "smiles": "CCCCCCCOc1ccc([C@@H]2CC(=O)N(C)C2=O)cc1",
  "homo_ev": -8.57,
  "max_force_ev_per_a": 0.50,
  "elements": ["C", "C", "C", "C", "C", "C", "C", "O", "C", "C", "C", "C", "C", "C", "C", "O", "N", "C", "C", "O", "C", "C", "H", "H", "H", "H", "H", "H", "H", "H", "H", "H", "H", "H", "H", "H", "H", "H", "H", "H", "H", "H", "H", "H", "H", "H", "H"],
  "positions_angstrom": [[-4.622, 2.564, 1.229], [-5.896, 2.085, 0.541], [-5.662, 1.605, -0.893], [-4.718, 0.409, -1.026], [-5.260, -0.860, -0.372], [-4.363, -2.077, -0.596], [-3.036, -2.009, 0.158], [-2.161, -1.137, -0.529], [-0.916, -0.929, -0.037], [-0.402, -1.502, 1.120], [0.892, -1.212, 1.521], [1.694, -0.349, 0.793], [3.114, -0.066, 1.223], [3.502, 1.410, 1.138], [4.352, 1.523, -0.109], [4.762, 2.522, -0.639], [4.618, 0.242, -0.546], [5.466, -0.043, -1.679], [4.027, -0.747, 0.211], [4.200, -1.924, 0.048], [1.177, 0.219, -0.370], [-0.108, -0.061, -0.777], [-3.922, 1.745, 1.373], [-4.134, 3.332, 0.633], [-4.856, 2.983, 2.205], [-6.351, 1.287, 1.130], [-6.611, 2.911, 0.510], [-5.251, 2.434, -1.473], [-6.629, 1.343, -1.333], [-4.562, 0.211, -2.089], [-3.747, 0.657, -0.600], [-6.248, -1.077, -0.787], [-5.379, -0.706, 0.702], [-4.889, -2.974, -0.262], [-4.145, -2.185, -1.660], [-2.589, -3.012, 0.209], [-3.204, -1.649, 1.183], [-0.992, -2.179, 1.717], [1.277, -1.672, 2.419], [3.281, -0.494, 2.213], [2.642, 2.078, 1.076], [4.104, 1.725, 1.992], [6.235, -0.759, -1.388], [4.876, -0.470, -2.491], [5.919, 0.893, -2.001], [1.784, 0.886, -0.965], [-0.515, 0.376, -1.675]],
  "forces_ev_per_a": [[-0.25, -0.09, -0.01], [0.11, 0.07, -0.16], [0.03, -0.10, 0.12], [-0.31, 0.13, 0.10], [0.26, -0.01, -0.24], [0.17, 0.24, 0.32], [-0.28, -0.42, 0.03], [0.10, 0.14, -0.18], [0.28, 0.09, 0.07], [-0.39, -0.11, -0.11], [0.18, 0.18, -0.13], [-0.03, -0.09, 0.23], [-0.19, -0.12, 0.04], [-0.04, 0.09, 0.12], [-0.10, 0.09, 0.22], [0.03, 0.20, -0.06], [0.22, -0.07, -0.28], [0.12, -0.06, -0.15], [0.05, 0.08, 0.29], [0.02, -0.17, -0.04], [-0.11, -0.08, 0.12], [-0.17, -0.09, -0.02], [0.15, -0.06, 0.04], [0.11, 0.09, -0.04], [0.07, 0.05, 0.10], [-0.10, 0.01, 0.04], [-0.06, -0.06, 0.05], [-0.06, 0.05, -0.06], [-0.02, 0.04, -0.10], [0.11, -0.02, -0.03], [0.07, 0.01, -0.07], [-0.08, 0.03, 0.06], [-0.10, -0.02, 0.08], [0.05, -0.06, -0.03], [-0.01, -0.12, -0.06], [0.01, 0.14, 0.05], [0.05, -0.04, -0.05], [-0.09, -0.05, 0.03], [0.06, -0.04, 0.09], [0.05, 0.00, -0.12], [0.07, 0.00, -0.03], [0.02, 0.02, -0.06], [-0.04, 0.02, -0.04], [0.06, 0.01, 0.01], [-0.04, -0.07, 0.01], [0.04, 0.10, -0.10], [-0.05, 0.06, -0.12]]
}

{
  "formula": "C16H41N5O12V",
  "method": "ωB97M-V with the def2-TZVPD basis set",
  "s_squared": 0.78,
  "e_tot_ha": -2754.620386,
  "e_above_lowest_kcal_mol": 25.1,
  "spin_multiplicity": 2,
  "homo_ev": [-9.32, -9.33],
  "max_force_ev_per_a": 2.37,
  "elements": ["O", "V", "N", "O", "O", "O", "N", "O", "O", "O", "C", "O", "C", "C", "N", "C", "C", "O", "C", "H", "H", "H", "H", "H", "H", "H", "H", "H", "H", "H", "H", "H", "H", "H", "C", "O", "C", "C", "N", "C", "C", "O", "C", "H", "H", "H", "H", "H", "H", "H", "H", "H", "H", "H", "H", "H", "H", "H", "C", "C", "C", "O", "C", "N", "H", "H", "H", "H", "H", "H", "H", "H", "H", "H", "H"],
  "positions_angstrom": [[-5.964, -8.738, -19.071], [-4.397, -8.822, -19.294], [-3.929, -5.547, -18.641], [-2.703, -5.385, -18.509], [-4.721, -4.618, -18.770], [-4.391, -6.742, -18.582], [-3.190, -11.521, -20.449], [-2.260, -11.193, -21.181], [-3.189, -12.567, -19.802], [-4.218, -10.749, -20.364], [-8.299, -7.984, -16.938], [-7.326, -7.525, -16.048], [-6.638, -8.532, -15.334], [-5.541, -7.908, -14.522], [-4.541, -7.149, -15.275], [-3.786, -6.299, -14.361], [-2.734, -5.465, -15.028], [-2.034, -4.686, -14.090], [-0.948, -3.971, -14.609], [-7.871, -8.709, -17.648], [-8.661, -7.228, -17.632], [-9.102, -8.511, -16.413], [-6.271, -9.250, -16.074], [-7.289, -9.087, -14.650], [-5.028, -8.755, -14.045], [-5.979, -7.368, -13.672], [-5.099, -6.490, -15.820], [-3.319, -6.845, -13.533], [-4.490, -5.603, -13.873], [-3.253, -4.805, -15.734], [-2.063, -6.174, -15.525], [-1.197, -3.105, -15.218], [-0.129, -4.570, -15.037], [-0.380, -3.695, -13.708], [-6.519, -11.806, -17.745], [-5.372, -11.006, -17.691], [-4.398, -11.534, -16.820], [-3.118, -10.714, -16.944], [-3.430, -9.270, -17.264], [-2.183, -8.528, -17.230], [-1.329, -8.684, -18.465], [-2.139, -8.571, -19.659], [-1.262, -8.280, -20.751], [-7.237, -11.521, -16.961], [-6.389, -12.873, -17.534], [-7.054, -11.736, -18.689], [-4.180, -12.580, -17.050], [-4.844, -11.507, -15.816], [-2.585, -11.125, -17.801], [-2.533, -10.776, -16.028], [-3.949, -8.936, -16.446], [-1.577, -8.814, -16.357], [-2.231, -7.455, -17.048], [-0.843, -9.660, -18.581], [-0.574, -7.900, -18.417], [-0.863, -9.156, -21.253], [-0.499, -7.553, -20.470], [-1.826, -7.672, -21.465], [-6.144, -6.269, -21.496], [-5.643, -7.606, -22.049], [-5.411, -7.517, -23.550], [-4.850, -8.688, -24.076], [-4.976, -8.815, -25.482], [-4.416, -7.996, -21.318], [-6.519, -6.411, -20.487], [-6.992, -6.046, -22.156], [-5.469, -5.419, -21.596], [-6.422, -8.350, -21.859], [-4.680, -6.700, -23.691], [-6.351, -7.232, -24.032], [-4.316, -8.073, -25.947], [-5.979, -8.659, -25.889], [-4.660, -9.836, -25.678], [-3.851, -7.150, -21.403], [-3.986, -8.746, -21.873]],
  "forces_ev_per_a": [[2.21, -0.52, -0.55], [-2.20, 0.87, 0.14], [0.80, 0.30, 0.18], [-0.55, -0.06, -0.24], [0.37, -0.50, 0.00], [-0.38, -0.81, -0.21], [0.74, -0.63, 0.21], [-0.21, 0.11, 0.07], [-0.12, 0.45, -0.16], [-0.49, 1.37, 0.59], [0.23, -1.41, -0.81], [0.11, 0.87, 0.42], [-0.29, 0.08, -1.00], [0.53, -0.83, 0.75], [-0.61, 0.26, 0.02], [-0.43, 0.65, 1.47], [-0.13, -0.08, -0.67], [-0.28, -0.45, 0.00], [1.50, -0.22, 1.49], [0.15, -0.17, 0.29], [-0.09, 0.57, 0.69], [-0.27, 0.30, 0.02], [0.29, -0.14, 0.02], [-0.24, 0.06, 0.04], [0.07, 0.02, 0.05], [-0.04, 0.41, -0.22], [0.21, -0.28, -0.48], [-0.10, -0.36, -0.28], [0.12, -0.05, 0.15], [0.38, -0.12, -0.43], [0.21, 0.41, -0.33], [-0.16, -0.05, -0.14], [-0.77, -0.42, -0.87], [-0.49, 0.84, -0.07], [-1.35, -0.39, 0.66], [0.41, -0.56, -0.40], [-0.45, 0.23, 0.46], [-0.93, 0.25, -1.05], [0.09, -0.81, 0.20], [1.56, 0.63, 0.48], [-0.27, -0.90, -0.13], [0.72, 0.54, 0.58], [-0.73, 1.20, -0.92], [0.06, 0.36, -0.01], [0.74, 0.01, -0.30], [0.40, 0.33, -0.22], [0.04, -0.01, -0.11], [0.37, 0.05, 0.25], [0.33, 0.03, 0.19], [0.15, -0.04, -0.05], [-0.42, 0.58, -0.50], [0.06, -0.44, -0.18], [-1.26, -0.02, -0.42], [0.15, 0.06, 0.41], [0.01, 0.02, -0.27], [-0.03, -0.19, 0.30], [0.25, -0.41, 0.44], [-0.16, -0.50, -0.18], [-0.96, -0.64, -1.03], [-0.56, 0.04, 0.57], [0.81, 0.76, 0.28], [-0.87, -0.36, 0.32], [0.63, 0.11, 0.23], [0.12, -0.38, -0.49], [0.24, 0.28, 0.13], [-0.14, 0.31, 0.36], [0.33, -0.21, 0.25], [0.20, -0.11, 0.07], [-0.22, 0.17, -0.25], [-0.02, -0.13, -0.09], [0.06, -0.24, -0.27], [-0.18, -0.02, 0.42], [0.10, 0.13, -0.37], [0.41, -0.36, 0.31], [0.22, 0.16, 0.17]]
}

{
  "formula": "C4H12",
  "method": "ωB97M-V with the def2-TZVPD basis set",
  "s_squared": 0.75,
  "e_tot_ha": -159.514873,
  "e_above_lowest_kcal_mol": 9.6,
  "spin_multiplicity": 2,
  "homo_ev": [1.57, -7.94],
  "max_force_ev_per_a": 1.73,
  "charge": -1,
  "elements": ["C", "C", "H", "H", "H", "H", "H", "H", "C", "C", "H", "H", "H", "H", "H", "H"],
  "positions_angstrom": [[1.330, 1.960, -1.442], [-0.145, 2.185, -1.055], [1.499, 1.921, -2.517], [1.934, 2.784, -1.050], [1.710, 1.033, -1.006], [-0.836, 1.743, -1.763], [-0.376, 3.254, -0.990], [-0.387, 1.669, -0.125], [0.052, -1.916, 0.799], [-1.198, -2.182, 1.695], [0.894, -2.415, 1.268], [-0.288, -2.357, -0.144], [0.271, -0.856, 0.663], [-1.094, -3.099, 2.282], [-1.597, -1.394, 2.334], [-2.060, -2.438, 1.059]],
  "forces_ev_per_a": [[-0.22, 0.20, 0.29], [0.30, -0.08, -0.13], [-0.08, 0.01, -0.09], [0.10, -0.11, 0.02], [-0.01, 0.01, -0.09], [-0.09, -0.12, -0.40], [-0.06, -0.17, 0.13], [0.07, 0.32, 0.26], [-1.53, -0.15, 0.79], [-0.74, -0.35, -0.42], [0.38, -0.05, -0.40], [0.98, 0.04, -0.22], [-0.07, -0.14, -0.04], [0.31, 0.15, 0.24], [0.53, 0.18, 0.13], [0.14, 0.26, -0.06]]
}